(1)
This record from OMol25 describes an isolated molecule of C5H13NS2. The level of theory is ωB97M-V/def2-TZVPD.

The calculation puts the frontier orbital gap at 9.18 eV.

Last column: Mulliken charge in e.
Cartesian coordinates (Å):
1 C 1.10040 -3.68574 1.29480  -1.12
2 C 1.22157 -2.15743 1.05769  -0.39
3 S 0.34939 -1.92029 -0.65975  -0.12
4 S 1.16822 -0.22172 -1.49117  -0.09
5 C 0.68648 1.40377 -0.71282  -0.87
6 C -0.88611 1.46864 -0.66157  0.40
7 C -1.23634 2.72989 0.27157  -1.36
8 N -1.57586 1.48686 -1.92042  -0.49
9 H 0.04675 -4.21329 1.14586  0.27
10 H 1.25769 -3.97612 2.32096  0.35
11 H 1.71847 -4.22934 0.53415  0.30
12 H 2.20013 -1.83585 1.31711  0.42
13 H 0.76274 -1.46584 1.83551  0.29
14 H 1.14037 2.16689 -1.34915  0.39
15 H 1.31352 1.40126 0.16930  0.36
16 H -1.30984 0.55488 -0.13512  0.28
17 H -0.48138 2.93658 1.00594  0.37
18 H -2.08295 2.48539 0.81133  0.37
19 H -1.36469 3.71084 -0.25508  0.29
20 H -1.47568 2.22501 -2.51092  0.15
21 H -2.55287 1.13560 -2.06821  0.20

(2)
This record from OMol25 describes a structure of composition C2H2Br4S. The level of theory is ωB97M-V/def2-TZVPD.

The calculation puts the frontier orbital gap (alpha / beta) at 6.92 / 5.14 eV.

Last column: Mulliken charge in e.
Cartesian coordinates (Å):
1 C 0.36582 -1.09696 1.01671  -0.37
2 C -0.05510 0.00504 0.34504  0.23
3 S -1.26403 -0.05847 -0.95256  -0.27
4 Br 3.59016 -0.02218 -0.76933  0.00
5 Br -0.36309 -2.73001 0.68084  -0.10
6 Br 0.36065 1.77617 0.71574  0.00
7 Br -3.15067 2.09591 -1.01325  -0.15
8 H 1.14071 -0.91502 1.74112  0.41
9 H -0.62445 0.94552 -1.76430  0.24

(3)
This record from OMol25 describes a cluster of 2 separate species, C4H10S in total. The level of theory is ωB97M-V/def2-TZVPD.

The calculation puts the frontier orbital gap at 9.54 eV.

Last column: Mulliken charge in e.
Cartesian coordinates (Å):
1 C -5.27665 1.30489 3.51107  -0.44
2 C -4.23704 1.93664 4.05192  -0.46
3 H -5.33142 0.23752 3.65939  0.22
4 H -5.96932 1.81616 2.86529  0.24
5 H -3.65992 1.45744 4.82806  0.22
6 H -3.81726 2.82746 3.59484  0.23
7 C 3.34647 -0.08595 -1.06194  -0.71
8 S 2.00491 -0.38527 -2.27276  -0.07
9 C 1.47557 -2.05616 -1.80064  -0.87
10 H 3.62260 -1.05495 -0.67097  0.23
11 H 2.98555 0.56770 -0.26386  0.26
12 H 4.08743 0.50720 -1.58622  0.27
13 H 0.72483 -2.37451 -2.50973  0.29
14 H 2.19669 -2.85687 -1.67860  0.31
15 H 1.01482 -1.89188 -0.82320  0.29